Entry 1:
Below is a structure of composition C27H51NO2Si2Ti in a non-equilibrium geometry, with properties calculated with ωB97M-V with the def2-TZVPD basis set.

Last column: Löwdin charge in e.
Geometry (Å):
O: -1.84 -1.65 -2.90  -0.209
O: 0.93 1.47 -6.40  -0.170
C: -0.78 -2.56 -3.25  -0.266
C: -1.15 -4.02 -3.08  -0.053
H: 0.05 -2.32 -2.59  0.098
H: -0.39 -2.34 -4.26  0.109
H: -1.39 -4.33 -2.03  0.084
H: -0.30 -4.62 -3.46  0.093
H: -2.02 -4.25 -3.72  0.085
C: -2.05 -0.61 -3.90  -0.239
C: -1.79 -0.91 -5.37  -0.068
H: -1.43 0.27 -3.65  0.098
H: -3.07 -0.26 -3.77  0.105
H: -0.78 -0.62 -5.69  0.074
H: -2.47 -0.32 -5.99  0.092
H: -1.93 -1.96 -5.61  0.085
C: 0.58 2.56 -5.58  -0.308
C: 2.34 1.25 -6.33  -0.290
C: -0.88 2.90 -5.77  -0.064
H: 1.22 3.43 -5.84  0.123
H: 0.77 2.28 -4.54  0.110
H: -1.10 3.13 -6.81  0.090
H: -1.09 3.76 -5.14  0.076
H: -1.53 2.08 -5.44  0.053
C: 2.71 0.56 -7.62  -0.072
H: 2.59 0.62 -5.45  0.114
H: 2.90 2.20 -6.23  0.122
H: 2.09 -0.32 -7.79  0.076
H: 3.75 0.24 -7.64  0.078
H: 2.52 1.26 -8.43  0.082
H: 2.67 -0.57 -0.86  -0.028
Ti: -1.05 -0.38 -0.47  0.925
C: 3.18 -0.76 -1.80  -0.190
Si: 4.51 0.47 -1.15  0.469
H: 3.31 -1.87 -1.90  0.052
H: 2.64 -0.42 -2.69  0.010
C: 5.86 -0.27 -2.21  -0.206
C: 4.75 0.18 0.69  -0.174
C: 4.15 2.25 -1.63  -0.176
C: -2.54 -1.48 0.13  -0.307
Si: -3.65 -0.01 -0.12  0.417
H: -2.63 -1.94 1.14  0.063
H: -2.62 -2.24 -0.66  0.035
C: -5.09 -0.45 -1.23  -0.155
C: -2.80 1.36 -1.09  -0.179
C: -4.29 0.58 1.54  -0.156
H: 3.61 2.31 -2.59  0.024
H: 5.10 2.79 -1.77  0.037
H: 3.55 2.84 -0.91  0.020
H: 5.70 -1.36 -2.13  0.032
H: 6.89 -0.01 -1.95  0.030
H: 5.62 0.05 -3.24  0.036
H: 4.18 -0.69 1.07  0.031
H: 4.48 1.02 1.34  0.024
H: 5.82 -0.05 0.87  0.037
H: -3.40 1.49 -2.00  0.056
H: -1.75 1.20 -1.51  0.003
H: -2.81 2.30 -0.53  0.065
H: -5.21 1.15 1.47  0.043
H: -3.55 1.21 2.04  0.034
H: -4.48 -0.29 2.18  0.044
H: -6.03 -0.04 -0.83  0.042
H: -5.20 -1.54 -1.31  0.043
H: -4.96 -0.05 -2.23  0.022
C: 0.63 3.47 0.95  -0.055
C: 1.13 3.15 2.22  -0.017
C: 1.01 1.84 2.67  0.018
C: 0.44 0.89 1.82  -0.211
N: -0.17 1.24 0.64  -0.002
C: 0.01 2.51 0.18  -0.112
C: 0.59 -0.51 2.09  -0.222
C: 1.17 -0.96 3.31  -0.018
C: 1.38 -2.32 3.48  -0.076
C: 1.03 -3.23 2.47  -0.050
C: 0.42 -2.76 1.27  -0.092
C: 0.16 -1.39 1.08  -0.157
H: 0.74 4.48 0.54  0.121
H: 1.62 3.89 2.84  0.121
H: 1.38 1.52 3.63  0.103
H: -0.33 2.74 -0.84  0.117
H: 1.35 -0.24 4.12  0.105
H: 1.78 -2.70 4.43  0.112
H: 1.18 -4.30 2.61  0.106
H: 0.14 -3.48 0.53  0.079

Summary:
spin multiplicity: 2
highest occupied orbital energy (spin up / spin down): -11.1 / -11.2 eV
net charge: +1
E_LUMO (spin up / spin down): -3.27 / -3.29 eV

Entry 2:
Below is a structure of composition C27H51Sn in a non-equilibrium geometry, with properties calculated with ωB97M-V with the def2-TZVPD basis set.

Last column: Löwdin charge in e.
Geometry (Å):
C: -0.27 -1.96 2.35  -0.047
C: 0.05 -0.66 3.07  -0.471
C: 0.70 -1.02 4.45  -0.131
C: -0.42 -0.84 5.46  -0.124
C: -1.12 0.45 4.97  -0.449
C: -1.19 0.21 3.44  -0.149
C: -2.61 -0.34 3.19  -0.188
C: -3.48 -0.02 4.43  -0.235
C: -2.56 0.57 5.51  -0.091
C: -4.63 0.92 3.96  -0.128
C: -4.48 1.15 2.42  -0.130
C: -3.24 0.40 2.03  -0.258
C: -2.67 0.20 0.82  0.067
C: -0.28 1.69 5.28  -0.036
C: 1.00 0.17 2.21  -0.043
H: -0.76 -1.79 1.39  0.069
H: 0.66 -2.52 2.13  0.069
H: -0.90 -2.63 2.95  0.083
H: 1.14 -2.02 4.45  0.113
H: 1.49 -0.29 4.65  0.105
H: -1.13 -1.68 5.39  0.124
H: -0.09 -0.76 6.51  0.115
H: -1.11 1.20 2.94  0.150
H: -2.52 -1.43 3.00  0.136
H: -3.91 -0.96 4.79  0.131
H: -2.66 0.02 6.46  0.118
H: -2.80 1.62 5.70  0.106
H: -5.61 0.45 4.15  0.102
H: -4.57 1.88 4.49  0.097
H: -5.35 0.75 1.87  0.112
H: -4.44 2.21 2.13  0.114
H: -2.88 0.80 -0.06  0.061
H: -0.82 2.59 4.95  0.089
H: -0.11 1.78 6.36  0.085
H: 0.69 1.66 4.77  0.071
H: 1.25 1.12 2.71  0.077
H: 1.93 -0.38 2.03  0.069
H: 0.55 0.42 1.24  0.073
H: -2.19 -0.74 0.72  0.043
Sn: 1.08 0.02 -2.99  0.963
C: 0.99 1.89 -4.06  -0.428
C: 2.06 2.86 -3.49  -0.348
C: 2.61 3.85 -4.52  -0.302
C: 3.54 4.87 -3.90  -0.138
C: 3.03 -0.78 -2.50  -0.428
C: 2.88 -2.06 -1.62  -0.343
C: 3.44 -1.87 -0.20  -0.293
C: 3.13 -3.04 0.74  -0.134
C: -0.28 -1.49 -3.73  -0.403
C: -0.98 -1.05 -5.04  -0.332
C: -0.88 -2.10 -6.15  -0.299
C: -1.79 -1.78 -7.33  -0.137
H: 1.08 1.69 -5.14  0.015
H: -0.01 2.27 -3.84  0.018
H: 1.60 3.43 -2.66  0.096
H: 2.91 2.31 -3.06  0.075
H: 3.14 3.29 -5.30  0.102
H: 1.77 4.36 -5.00  0.100
H: 3.80 5.65 -4.62  0.055
H: 3.08 5.35 -3.03  0.066
H: 4.48 4.41 -3.56  0.067
H: 3.50 -0.99 -3.47  0.007
H: 3.55 0.04 -1.98  0.017
H: 1.82 -2.37 -1.55  0.063
H: 3.40 -2.91 -2.09  0.097
H: 4.53 -1.75 -0.28  0.102
H: 3.06 -0.93 0.22  0.082
H: 3.22 -2.73 1.78  0.056
H: 2.13 -3.45 0.58  0.060
H: 3.85 -3.85 0.57  0.062
H: 0.26 -2.44 -3.80  0.021
H: -1.01 -1.56 -2.92  0.000
H: -2.04 -0.86 -4.82  0.099
H: -0.57 -0.10 -5.41  0.070
H: 0.15 -2.18 -6.50  0.105
H: -1.15 -3.08 -5.74  0.099
H: -1.87 -2.64 -8.00  0.056
H: -2.80 -1.52 -6.99  0.064
H: -1.40 -0.95 -7.91  0.066

Summary:
highest occupied orbital energy: -0.9 eV
net charge: -1
E_LUMO: 2.60 eV

Entry 3:
Below is a structure of composition C27H52BBrCl2N4O5P2 in a non-equilibrium geometry, with properties calculated with ωB97M-V with the def2-TZVPD basis set.

Last column: Löwdin charge in e.
Geometry (Å):
C: 2.41 3.81 3.65  -0.128
C: 2.15 2.47 2.73  -0.282
C: 0.60 2.12 2.88  -0.605
Cl: -0.25 3.22 1.63  0.569
C: 0.14 0.61 2.90  -0.451
P: 0.01 0.28 4.81  0.787
O: -1.27 1.17 5.51  -0.364
Cl: 1.72 1.14 5.80  0.324
C: 0.98 -0.67 2.47  -0.212
C: 2.37 -0.68 1.70  -0.118
C: 2.52 0.04 0.30  -0.139
C: 3.73 1.05 0.15  -0.043
C: 4.07 1.80 -1.15  -0.045
C: 3.22 1.60 -2.42  -0.216
C: 3.62 2.44 -3.72  -0.103
C: 2.03 0.60 -2.32  -0.012
C: 1.71 -0.17 -0.99  -0.041
B: 1.36 -1.74 3.69  -0.630
O: 0.53 -2.86 4.04  0.072
O: 2.61 -1.64 4.47  0.017
C: -0.08 -1.64 1.69  -0.419
O: 0.11 -2.50 0.82  0.069
N: -1.35 -1.25 2.41  -0.003
C: -1.30 0.26 2.24  -0.774
Br: -1.45 0.32 0.20  0.766
P: -2.87 1.21 2.74  0.853
N: -3.56 1.96 1.26  -0.267
O: -4.09 0.14 3.36  -0.334
H: 2.69 3.55 4.73  0.044
H: 1.47 4.45 3.54  0.064
H: 3.26 4.38 3.12  0.082
H: 2.89 1.70 3.12  0.091
H: 2.33 2.83 1.67  0.084
H: 0.27 2.59 3.89  0.072
H: -2.09 0.62 5.50  0.047
H: 3.22 -0.30 2.38  0.117
H: 2.64 -1.79 1.52  0.151
H: 4.39 1.22 1.08  0.096
H: 4.99 2.50 -1.11  0.098
H: 2.69 3.02 -4.08  0.077
H: 4.40 3.25 -3.48  0.082
H: 4.03 1.83 -4.59  0.072
H: 1.42 0.45 -3.29  0.092
H: 0.85 -0.90 -0.99  0.051
H: 1.04 -3.48 4.63  0.128
H: 3.24 -2.32 4.14  0.115
H: -2.19 -1.67 1.99  0.108
H: -4.46 2.39 1.58  0.041
H: -2.98 2.76 0.99  -0.007
H: -4.51 -0.27 2.56  0.051
C: -5.88 -2.83 5.59  -0.090
C: -5.44 -4.28 5.52  -0.273
N: -4.65 -4.61 4.34  -0.191
C: -4.45 -6.05 4.17  -0.252
C: -3.64 -6.79 5.22  -0.092
C: -3.47 -3.79 4.11  -0.247
C: -2.40 -3.76 5.20  -0.079
H: -6.46 -2.54 4.71  0.078
H: -6.52 -2.67 6.47  0.073
H: -5.03 -2.15 5.69  0.059
H: -6.35 -4.89 5.51  0.118
H: -4.91 -4.53 6.45  0.096
H: -4.00 -6.24 3.18  0.113
H: -5.44 -6.52 4.11  0.108
H: -2.57 -6.60 5.12  0.054
H: -3.78 -7.87 5.11  0.071
H: -3.94 -6.53 6.24  0.067
H: -3.79 -2.76 3.92  0.081
H: -2.99 -4.09 3.17  0.115
H: -2.83 -3.68 6.21  0.072
H: -1.75 -2.89 5.06  0.047
H: -1.76 -4.64 5.17  0.057
C: 2.75 4.97 -9.51  -0.092
C: 2.71 3.90 -8.42  -0.274
N: 1.40 3.26 -8.27  -0.192
C: 1.32 2.43 -7.07  -0.247
C: 2.21 1.19 -7.00  -0.091
C: 0.83 2.68 -9.48  -0.248
C: 1.63 1.59 -10.19  -0.089
H: 2.01 5.75 -9.32  0.079
H: 3.74 5.45 -9.52  0.072
H: 2.59 4.55 -10.50  0.063
H: 2.97 4.40 -7.48  0.118
H: 3.50 3.17 -8.62  0.096
H: 0.27 2.11 -6.93  0.115
H: 1.54 3.06 -6.20  0.093
H: 1.83 0.38 -7.63  0.057
H: 2.23 0.81 -5.97  0.053
H: 3.24 1.40 -7.28  0.069
H: 0.64 3.49 -10.19  0.100
H: -0.17 2.28 -9.25  0.115
H: 2.70 1.83 -10.26  0.069
H: 1.27 1.48 -11.22  0.072
H: 1.52 0.62 -9.71  0.054

Summary:
highest occupied orbital energy: -8.1 eV
net charge: 0
E_LUMO: -0.33 eV

Entry 4:
Below is a structure of composition C27H52BIN8O7S, with properties calculated with ωB97M-V with the def2-TZVPD basis set.

Last column: Löwdin charge in e.
Geometry (Å):
C: 3.68 2.46 -0.60  -0.060
O: 3.56 1.23 0.10  0.044
B: 2.32 0.68 0.31  -0.657
O: 2.21 -0.38 1.15  0.157
C: 1.02 1.22 -0.44  0.004
C: 0.22 2.19 0.13  -0.183
C: 0.48 2.76 1.50  -0.114
C: -0.19 1.87 2.62  -0.235
N: -1.24 1.01 2.12  0.032
C: -0.93 2.64 -0.57  0.029
C: -1.33 2.16 -1.80  -0.145
C: -2.59 2.68 -2.45  -0.230
C: -3.79 2.74 -1.51  -0.767
C: -4.75 3.86 -1.87  -0.164
I: -4.81 0.83 -1.55  0.774
C: -0.49 1.17 -2.39  -0.297
N: -0.67 0.60 -3.59  -0.216
S: 0.56 -0.42 -3.78  0.992
N: 1.35 -0.21 -2.40  -0.213
C: 0.66 0.71 -1.71  -0.308
H: 4.73 2.74 -0.58  0.089
H: 3.39 2.36 -1.65  0.095
H: 3.11 3.25 -0.14  0.086
H: 2.93 -0.38 1.82  0.073
H: 0.07 3.76 1.53  0.108
H: 1.55 2.76 1.70  0.105
H: -0.60 2.54 3.37  0.105
H: 0.61 1.32 3.10  0.100
H: -0.96 0.05 2.04  0.075
H: -2.11 1.11 2.61  0.056
H: -1.53 3.41 -0.10  0.120
H: -2.88 2.07 -3.30  0.075
H: -2.39 3.70 -2.78  0.119
H: -3.51 2.86 -0.47  0.054
H: -5.56 3.90 -1.16  0.067
H: -5.13 3.75 -2.88  0.064
H: -4.18 4.79 -1.84  0.085
C: -2.85 3.85 -5.97  -0.367
O: -2.75 4.95 -5.47  -0.005
N: -3.98 3.36 -6.52  -0.195
C: -4.08 2.03 -7.10  -0.052
C: -5.15 4.21 -6.51  -0.043
H: -2.00 3.15 -6.01  0.134
H: -4.35 2.12 -8.15  0.091
H: -4.84 1.45 -6.58  0.091
H: -3.13 1.51 -7.03  0.078
H: -4.95 5.13 -7.06  0.092
H: -5.42 4.47 -5.49  0.082
H: -5.98 3.68 -6.98  0.085
C: 4.77 -1.86 1.55  -0.313
O: 4.58 -1.01 2.41  0.008
N: 5.76 -2.76 1.60  -0.185
C: 5.96 -3.75 0.56  -0.048
C: 6.67 -2.73 2.74  -0.028
H: 4.14 -1.95 0.66  0.143
H: 5.88 -4.75 0.98  0.091
H: 6.94 -3.63 0.11  0.091
H: 5.20 -3.63 -0.21  0.086
H: 6.11 -2.88 3.66  0.086
H: 7.17 -1.76 2.79  0.095
H: 7.41 -3.52 2.64  0.089
C: 6.33 -3.21 7.29  -0.365
O: 6.44 -4.36 6.92  0.008
N: 5.16 -2.54 7.39  -0.201
C: 5.10 -1.16 7.82  -0.059
C: 3.94 -3.23 7.03  -0.041
H: 7.20 -2.60 7.58  0.132
H: 4.49 -1.07 8.72  0.088
H: 4.66 -0.54 7.04  0.090
H: 6.10 -0.79 8.04  0.081
H: 3.80 -4.11 7.67  0.092
H: 3.98 -3.57 6.00  0.088
H: 3.09 -2.56 7.16  0.084
C: -2.67 -2.49 -7.77  -0.356
O: -3.22 -1.41 -7.67  0.007
N: -2.07 -3.13 -6.76  -0.196
C: -1.40 -4.40 -6.92  -0.059
C: -2.08 -2.49 -5.45  -0.046
H: -2.62 -3.04 -8.73  0.133
H: -1.86 -5.15 -6.28  0.089
H: -0.35 -4.32 -6.66  0.089
H: -1.48 -4.73 -7.96  0.081
H: -3.11 -2.36 -5.11  0.097
H: -1.61 -1.51 -5.50  0.056
H: -1.54 -3.11 -4.73  0.083
C: -4.16 -0.26 4.43  -0.369
O: -4.59 0.87 4.55  0.011
N: -3.43 -0.91 5.36  -0.201
C: -2.93 -2.25 5.16  -0.061
C: -3.14 -0.22 6.61  -0.042
H: -4.32 -0.86 3.52  0.134
H: -3.33 -2.92 5.92  0.088
H: -1.84 -2.26 5.21  0.088
H: -3.23 -2.61 4.18  0.082
H: -4.07 0.04 7.12  0.093
H: -2.59 0.70 6.42  0.091
H: -2.55 -0.87 7.25  0.084

Summary:
highest occupied orbital energy: -8.3 eV
net charge: 0
E_LUMO: -0.18 eV

Entry 5:
Below is a structure of composition C27H52GaP2Si in a non-equilibrium geometry, with properties calculated with ωB97M-V with the def2-TZVPD basis set.

Last column: Löwdin charge in e.
Geometry (Å):
Ga: -0.81 0.74 -1.32  0.412
C: -0.60 -2.16 0.92  -0.219
C: 0.75 -2.32 0.51  -0.248
C: 0.71 -0.85 2.27  -0.231
C: -0.62 -1.26 2.01  -0.251
C: 1.56 -1.49 1.33  -0.244
C: -1.78 -2.86 0.36  -0.069
H: -1.56 -3.30 -0.62  0.061
H: -2.63 -2.17 0.24  0.071
H: -2.11 -3.67 1.02  0.094
C: -1.81 -0.88 2.81  -0.049
H: -2.71 -1.37 2.43  0.073
H: -1.98 0.21 2.81  0.041
H: -1.67 -1.18 3.85  0.088
C: 1.13 0.02 3.38  -0.042
H: 0.81 -0.41 4.35  0.094
H: 0.70 1.03 3.33  0.056
H: 2.22 0.12 3.41  0.075
C: 3.03 -1.36 1.28  -0.065
H: 3.51 -1.82 2.15  0.089
H: 3.33 -0.30 1.27  0.063
H: 3.44 -1.83 0.38  0.061
C: 1.24 -3.22 -0.55  -0.072
H: 1.58 -4.19 -0.15  0.093
H: 2.10 -2.78 -1.08  0.063
H: 0.46 -3.44 -1.29  0.057
C: -1.95 1.22 -6.14  -0.157
C: -2.08 -0.12 -5.96  -0.190
C: -1.30 -1.14 -6.72  -0.178
C: 0.20 -0.77 -6.90  -0.156
C: 0.81 0.01 -5.77  -0.136
C: 1.10 1.32 -5.85  -0.140
C: 0.37 2.29 -6.74  -0.171
C: -1.09 1.90 -7.16  -0.154
H: -1.73 -1.27 -7.73  0.134
H: 0.31 -0.23 -7.85  0.113
H: -1.41 -2.11 -6.22  0.113
H: -1.04 1.32 -8.10  0.116
H: -2.68 1.87 -5.65  0.110
H: -2.98 -0.54 -5.48  0.100
H: -1.59 2.85 -7.42  0.126
H: 0.34 3.27 -6.23  0.115
H: 2.01 1.71 -5.39  0.110
H: 0.94 2.47 -7.68  0.131
H: 0.75 -1.73 -7.00  0.130
H: 1.27 -0.57 -4.97  0.097
P: -1.66 0.64 -3.41  0.834
P: 1.27 1.84 -1.72  0.805
C: -0.80 2.30 -3.72  -0.339
C: 0.55 2.80 -3.12  -0.336
H: -1.54 3.12 -3.74  0.102
H: -0.58 2.08 -4.76  -0.014
H: 1.32 2.84 -3.91  0.066
H: 0.41 3.83 -2.77  0.093
C: 2.17 2.98 -0.64  -0.210
H: 2.84 2.39 0.00  0.064
H: 1.49 3.57 -0.01  0.044
H: 2.77 3.66 -1.26  0.069
C: 2.49 0.61 -2.24  -0.224
H: 3.14 1.03 -3.03  0.059
H: 2.00 -0.30 -2.61  0.033
H: 3.10 0.35 -1.36  0.054
C: -3.47 0.76 -3.33  -0.209
H: -3.85 0.04 -2.59  0.070
H: -3.91 0.52 -4.31  0.037
H: -3.79 1.77 -3.04  0.075
C: -0.93 -1.05 -3.53  -0.228
H: -0.18 -1.30 -2.75  0.020
H: -0.42 -1.15 -4.49  -0.002
H: -1.72 -1.80 -3.48  0.087
C: -3.49 1.92 0.59  -0.218
Si: -1.75 2.46 0.10  0.388
C: -1.83 4.13 -0.78  -0.214
C: -0.71 2.60 1.67  -0.223
H: -3.99 1.35 -0.21  0.009
H: -3.46 1.28 1.48  0.020
H: -4.12 2.79 0.82  0.036
H: -2.63 4.70 -0.29  0.039
H: -0.90 4.72 -0.69  0.029
H: -2.08 4.06 -1.84  0.004
H: -0.72 3.64 2.02  0.043
H: 0.33 2.30 1.53  0.006
H: -1.14 1.98 2.47  0.016

Summary:
highest occupied orbital energy (spin up / spin down): -8.0 / -8.0 eV
net charge: +1
E_LUMO (spin up / spin down): -3.80 / -3.79 eV

Respective electronic energy values: -2692.79349, -1273.57226, -5857.04356, -2745.58602, -3956.53093 a.u..